Entry 1:
The following is a DFT calculation (wB97M-V/def2-TZVPD) of a 9-piece molecular cluster, C6H29NO9 overall at a distorted geometry.

Geometry as XYZ:
```
45
Properties=species:S:1:pos:R:3
O -0.772 0.569 -2.165
O 1.065 -0.114 -3.884
O -0.220 2.545 -0.150
O 3.372 -2.227 -2.277
O 1.381 2.583 -2.319
O -3.221 -1.660 2.718
O -0.110 -2.167 -2.617
O -3.269 0.690 -2.366
O -2.614 4.025 -0.629
N 2.132 -1.654 2.597
C 2.288 -1.599 4.066
C 0.402 -2.350 1.161
C -0.496 0.513 1.128
C 0.249 1.854 0.997
C 0.829 -1.479 2.076
C 0.100 -0.212 2.355
H 2.620 -2.482 2.278
H 1.875 -2.485 4.552
H -0.109 2.392 1.852
H 0.669 -0.983 -3.678
H -2.375 -1.298 2.467
H -1.585 0.716 1.186
H 1.543 -0.777 4.299
H -0.824 -1.634 -2.232
H 1.705 0.147 -3.216
H -1.072 3.008 -0.207
H 0.907 -3.294 0.938
H -2.256 4.694 -1.230
H 3.447 -1.332 -2.640
H -0.371 1.361 -1.764
H 0.563 0.501 3.050
H -0.495 -2.350 0.564
H -0.809 -0.477 2.950
H -3.839 -1.191 3.274
H -3.112 0.044 -1.677
H -2.961 3.417 -1.304
H 1.208 3.124 -3.094
H -0.106 0.465 -2.917
H 3.278 -1.302 4.325
H 1.289 1.630 0.792
H -2.455 0.734 -2.893
H 0.826 2.939 -1.595
H -0.526 0.004 0.160
H -0.621 -2.859 -3.060
H 2.471 -2.031 -1.874
```

Properties
Energy above the lowest of the compared OMol25 structures with the same formula, charge and spin: 102.95 kcal per mole
Structure (SMILES): C=C(CCCO)NC.O.O.O.O.O.O.O.O
Lowest unoccupied orbital energy: 0.219 eV
Total charge: 0
HOMO-LUMO gap: 0.313 hartree


Entry 2:
The following is a DFT calculation (wB97M-V/def2-TZVPD) of a single C6H2Br2F2N2S molecule at a distorted geometry.

Geometry as XYZ:
```
15
Properties=species:S:1:pos:R:3
Br -3.375 -1.142 0.682
Br 3.757 0.029 0.839
S 2.881 -1.801 -0.671
F -1.693 -3.624 0.117
F 0.877 -4.784 0.272
N 2.424 -3.372 -0.845
N 1.184 -3.619 -0.484
C 1.196 -1.422 -0.259
C -1.532 -1.262 0.306
C 0.594 -0.162 -0.106
C -0.739 -0.085 0.281
C 0.401 -2.531 -0.158
C -1.013 -2.507 0.061
H 1.042 0.814 -0.215
H -1.281 0.762 0.547
```

Properties
Energy above the lowest of the compared OMol25 structures with the same formula, charge and spin: 70.19 kcal per mole
Lowest unoccupied orbital energy (spin up / spin down): -1.855 / -1.851 eV
Total charge: 0
HOMO-LUMO gap (spin up / spin down): 0.272 / 0.272 hartree


Entry 3:
The following is a DFT calculation (wB97M-V/def2-TZVPD) of a 8-piece molecular cluster, C6H30N2O7 overall at a distorted geometry.

Geometry as XYZ:
```
45
Properties=species:S:1:pos:R:3
O -2.408 0.799 2.613
O 3.676 2.100 1.166
O -0.878 3.044 2.419
O 1.500 3.291 0.316
O 1.004 0.182 1.684
O 0.475 -1.109 3.862
O -2.135 -1.631 -3.847
N 1.145 -1.684 -0.673
N -2.220 -0.759 -1.089
C 0.174 -1.082 -1.643
C 2.497 -1.638 -1.474
C -2.359 -2.056 -0.369
C 3.077 -0.197 -1.458
C -3.336 0.132 -0.837
C -0.899 -0.111 -0.882
H -4.245 -0.377 -0.406
H -0.987 0.930 -1.327
H 1.635 0.861 1.917
H -0.315 -1.825 -2.173
H 3.076 0.433 -2.453
H 1.061 -2.561 -0.280
H 0.682 -0.407 -2.400
H 4.121 1.982 0.367
H -2.567 0.000 3.097
H -1.722 3.048 2.110
H 1.308 -0.552 0.969
H 1.570 4.201 0.287
H 2.573 0.418 -0.736
H -3.377 -2.283 -0.075
H -1.564 -1.714 -3.048
H 0.622 -0.756 2.972
H -1.468 0.707 2.621
H -0.510 2.239 2.661
H 4.046 -0.197 -0.970
H -3.182 0.998 -0.151
H 3.294 -2.203 -0.997
H -3.526 0.492 -1.840
H 2.367 -1.989 -2.496
H 1.175 -0.676 4.296
H -1.876 -2.183 0.671
H 2.947 2.664 0.787
H -0.576 0.177 0.200
H -2.639 -0.872 -3.498
H -2.079 -3.007 -0.902
H 0.845 3.169 1.009
```

Properties
Energy above the lowest of the compared OMol25 structures with the same formula, charge and spin: 109.67 kcal per mole
Structure (SMILES): CCNCCN(C)C.O.O.O.O.O.O.O
Lowest unoccupied orbital energy: 0.325 eV
Total charge: 0
HOMO-LUMO gap: 0.335 hartree


Entry 4:
The following is a DFT calculation (wB97M-V/def2-TZVPD) of a 8-piece molecular cluster, C6H30N2O7 overall at a distorted geometry.

Geometry as XYZ:
```
45
Properties=species:S:1:pos:R:3
O 0.026 3.908 1.398
O 0.286 -1.793 -2.769
O 1.378 -3.807 -1.293
O -0.654 2.725 -2.321
O 1.676 3.587 -0.628
O -0.596 -3.285 0.262
O -2.136 -2.598 -2.091
N -1.433 -0.530 1.223
N 1.314 0.456 -0.571
C 0.083 0.318 2.891
C 2.676 0.071 -1.014
C -2.374 -0.041 0.213
C -0.950 1.089 3.784
C -0.185 0.306 1.434
C 0.996 -0.269 0.627
H -3.155 0.701 0.446
H -2.513 -2.628 -2.997
H 1.117 0.825 3.095
H 0.586 4.409 2.008
H 0.201 2.272 -2.345
H 0.585 -3.645 -0.691
H 1.354 1.462 -0.382
H 0.558 -2.691 -2.470
H -1.801 0.113 -0.729
H 1.421 -4.750 -1.470
H -3.029 -0.910 0.098
H -1.889 -0.479 2.125
H -0.136 3.114 1.930
H 1.063 3.701 0.143
H -1.353 2.150 -1.995
H 0.431 -1.201 -2.022
H 0.258 -0.693 3.345
H -1.521 0.518 4.500
H -0.542 -2.385 0.613
H -0.435 1.874 4.348
H -1.513 -3.559 0.218
H 2.857 0.767 -1.868
H -0.394 1.334 1.065
H 1.131 3.816 -1.387
H 1.865 -0.367 1.284
H -1.674 1.603 3.101
H 3.429 0.277 -0.230
H -1.207 -2.264 -2.088
H 2.664 -0.974 -1.311
H 0.773 -1.305 0.413
```

Properties
Energy above the lowest of the compared OMol25 structures with the same formula, charge and spin: 51.60 kcal per mole
Structure (SMILES): CC[C@@H](CNC)NC.O.O.O.O.O.O.O
Lowest unoccupied orbital energy: 0.265 eV
Total charge: 0
HOMO-LUMO gap: 0.350 hartree


Entry 5:
The following is a DFT calculation (wB97M-V/def2-TZVPD) of a 9-piece molecular cluster, C6H30NO9 overall at a distorted geometry.

Geometry as XYZ:
```
46
Properties=species:S:1:pos:R:3
O 2.877 1.045 -3.094
O -1.594 1.128 3.308
O -3.447 -1.779 -2.487
O 1.449 -2.306 0.205
O 2.438 0.363 3.382
O -4.545 1.658 -0.796
O 3.201 -1.476 1.698
O 0.412 -2.713 2.572
O 1.430 -1.147 -2.277
N -0.381 0.397 0.669
C 0.854 2.379 -0.037
C -3.234 -1.745 -1.044
C 0.015 1.146 -0.548
C -1.860 -1.275 -0.575
C -1.737 -0.173 0.475
C 1.268 3.248 -1.207
H 2.134 0.764 2.546
H -4.093 1.356 -1.588
H 0.807 2.898 -2.133
H 0.758 4.212 -1.062
H 3.916 -0.853 1.657
H -3.366 -2.805 -0.846
H 0.788 -2.417 1.686
H -0.927 1.641 2.831
H -2.002 -0.382 1.533
H -3.984 1.491 -0.038
H 2.448 0.260 -2.668
H 0.206 2.945 0.620
H 2.305 3.583 -1.105
H 0.293 -0.342 0.781
H 2.456 -1.939 1.009
H 1.682 -3.241 0.163
H 0.584 0.407 -1.140
H -1.396 -2.173 -0.153
H -2.834 -1.108 -2.822
H -2.449 0.600 0.239
H 0.995 -2.560 3.316
H -3.935 -1.029 -0.567
H 1.607 -1.598 -1.391
H -1.116 0.287 3.269
H 3.739 0.838 -2.694
H 2.256 -1.462 -2.676
H -0.773 1.643 -1.122
H -1.211 -1.113 -1.454
H 2.316 -0.569 2.995
H 1.650 1.915 0.568
```

Properties
Energy above the lowest of the compared OMol25 structures with the same formula, charge and spin: 95.86 kcal per mole
Lowest unoccupied orbital energy: 2.814 eV
Total charge: -1
HOMO-LUMO gap: 0.329 hartree